(1)
A cluster of 8 separate species, C16H38BF19N4O6P2 in total, computed with ωB97M-V/def2-TZVPD.

Output
M = 816.22 g/mol
HOMO = -0.244 Ha
frontier orbital gap = 0.1991 Ha
net charge = 0
LUMO = -1.23 eV
calculated total energy = -106356.36274 eV

```
86
Properties=species:S:1:pos:R:3:forces:R:3:lowdin_charge:R:1
C 1.6298 9.4280 -13.5348 0.5 -0.5 -0.1 0.039
C 0.6678 10.1597 -12.6715 1.1 0.1 -1.2 -0.409
O 0.3294 9.8464 -11.5922 -0.7 -0.1 1.1 0.172
N 0.2229 11.4797 -13.2404 -0.2 -0.6 0.5 0.097
H 0.9527 12.1296 -12.8758 -0.4 0.3 -0.3 0.129
H 0.3159 11.4483 -14.2610 0.1 0.1 -0.4 0.129
C -1.1865 11.8221 -12.8437 0.5 -0.2 -1.2 0.041
H 2.1745 10.0352 -14.2558 -0.3 0.2 0.0 0.082
H 1.1059 8.6388 -14.0815 -0.1 0.2 -0.1 0.116
H 2.3526 8.9346 -12.8858 -0.1 0.0 0.1 0.099
H -1.7787 11.3634 -13.6341 -0.3 0.1 0.2 0.102
H -1.2801 12.8981 -12.9199 -0.2 0.1 0.4 0.095
H -1.4015 11.3684 -11.8863 0.0 0.3 0.2 0.091
C 4.5421 15.5652 -11.2712 -0.1 0.1 -0.7 0.032
C 4.9131 14.5838 -10.2240 -0.3 1.4 -0.3 -0.400
O 5.9204 14.0036 -10.1160 1.1 -1.2 0.2 0.198
N 3.9270 14.5173 -9.0699 -0.4 -0.1 -0.4 0.079
H 3.9974 15.4422 -8.6347 0.0 -0.2 0.3 0.186
H 2.9277 14.4808 -9.4082 0.4 0.0 -0.1 0.107
C 4.1637 13.3845 -8.1237 0.2 0.9 0.2 0.025
H 3.6617 15.2065 -11.8091 -0.2 0.3 0.2 0.073
H 5.3190 15.6813 -12.0234 0.2 -0.4 0.2 0.103
H 4.3988 16.5654 -10.8573 -0.4 -0.2 0.2 0.105
H 3.7456 12.4744 -8.5339 -0.2 0.0 0.0 0.112
H 3.6928 13.7245 -7.2067 -0.1 -0.6 0.2 0.106
H 5.2322 13.2691 -7.9819 0.0 0.0 0.0 0.095
C 6.6531 12.9327 -14.9922 0.7 -0.5 1.0 0.016
C 6.1822 13.4652 -16.2995 -0.5 -0.1 1.1 -0.426
O 6.8682 13.8210 -17.1767 0.5 0.4 -1.0 0.203
N 4.6901 13.4137 -16.4532 -0.4 0.5 0.5 0.088
H 4.2750 13.2698 -15.5141 0.1 -0.3 -1.0 0.109
H 4.3275 14.3383 -16.7745 0.7 0.5 -0.3 0.141
C 4.2416 12.4350 -17.4727 -0.5 -0.8 -0.2 0.018
H 6.0490 12.0861 -14.6613 0.2 -0.1 -0.3 0.086
H 6.6460 13.5738 -14.1053 -0.5 0.6 -0.5 0.089
H 7.7091 12.6807 -15.0786 -0.1 -0.3 -0.3 0.097
H 4.2889 11.4176 -17.0867 0.3 0.1 0.1 0.101
H 4.8454 12.5643 -18.3629 0.0 0.2 0.0 0.100
H 3.1936 12.6090 -17.7047 0.1 0.3 0.0 0.106
C -1.7115 18.9904 -12.2905 0.0 0.2 0.2 0.028
C -0.9244 18.2479 -13.3229 -0.3 0.6 2.4 -0.418
O -1.2899 17.9984 -14.3924 -0.2 -0.5 -2.3 0.223
N 0.3736 17.6676 -12.8010 0.1 0.5 -1.1 0.077
H 0.7865 18.3340 -12.1518 0.0 -0.3 0.3 0.168
H 0.0945 16.8111 -12.3102 0.3 -0.1 0.3 0.101
C 1.3283 17.3289 -13.9076 -0.3 0.2 0.0 0.036
H -2.2637 19.7832 -12.7884 -0.1 0.0 0.0 0.103
H -1.1375 19.3992 -11.4609 0.2 0.0 -0.1 0.090
H -2.4217 18.2816 -11.8574 0.0 0.0 -0.1 0.108
H 0.7869 16.7164 -14.6174 0.2 -0.4 0.1 0.114
H 2.1934 16.8634 -13.4534 0.0 -0.3 -0.2 0.081
H 1.5975 18.2302 -14.4456 0.1 0.2 0.1 0.111
C 4.0387 16.1855 -18.5553 2.1 -0.2 -0.9 -0.529
O 4.3224 16.2414 -17.1056 -0.8 -0.1 1.2 -0.146
O 4.6833 15.1743 -19.0144 -0.7 -1.3 -0.6 -0.122
C 2.5223 16.2418 -18.7400 0.0 0.6 0.3 -0.566
F 2.2041 16.4853 -20.0135 0.0 -0.3 -0.4 0.143
F 1.8728 15.1513 -18.3404 -0.1 -0.2 0.2 0.151
F 2.0010 17.3120 -18.0578 -0.2 -0.1 0.3 0.082
C 5.1537 17.2540 -16.6685 0.2 1.3 0.5 -0.309
C 5.4805 17.0912 -15.1909 -0.4 0.4 0.0 -0.076
H 6.0738 17.9351 -14.8291 0.2 0.0 -0.2 0.073
H 4.5309 17.1802 -14.6559 0.1 -0.5 0.2 0.052
H 6.0130 16.1705 -14.9539 -0.2 -0.1 0.0 0.060
H 4.6348 18.2236 -16.7409 0.0 0.0 -0.1 0.117
H 6.0826 17.3939 -17.2324 0.0 -0.5 -0.3 0.127
H 4.4226 17.1210 -19.0158 -0.4 0.6 0.4 0.146
P 0.3095 15.3602 -10.2087 0.5 0.4 1.2 0.196
F -0.7903 16.5212 -10.4231 0.0 0.1 -0.1 -0.135
F 0.2644 15.0531 -11.7924 0.4 0.0 -0.3 -0.142
F 1.5406 16.4286 -10.4882 -0.1 0.1 -0.6 -0.182
F 1.4889 14.2292 -9.9293 -0.3 -0.4 -0.6 -0.172
F 0.4572 15.7869 -8.6583 -0.6 -0.5 -0.1 -0.139
F -0.7864 14.2458 -9.9931 -0.1 0.2 0.5 -0.091
P -0.6191 10.7273 -17.3444 -0.7 1.5 -1.3 0.142
F -1.5562 11.6553 -16.3636 0.4 0.2 0.3 -0.199
F -1.1931 9.4519 -16.5537 0.8 -0.4 0.4 -0.163
F -1.8491 10.6499 -18.3795 0.0 -0.4 0.0 -0.157
F 0.3106 9.8214 -18.2781 0.0 -0.5 0.4 -0.145
F -0.0931 12.0300 -18.1376 0.0 0.4 0.2 -0.167
F 0.6461 10.9882 -16.3031 -0.3 -0.8 0.7 -0.209
B 3.0384 13.3272 -13.6890 -0.2 -0.4 -0.5 -1.253
F 2.1086 13.2984 -12.6123 0.5 0.0 0.3 0.088
F 2.4943 12.5495 -14.7303 0.0 0.2 0.2 0.125
F 3.2400 14.6464 -14.1069 0.0 -0.1 0.2 0.133
F 4.2752 12.7432 -13.3500 -0.4 0.3 0.5 0.115
```
Forces are in eV/Å.



(2)
A cluster of 2 separate species, C7H12 in total, computed with ωB97M-V/def2-TZVPD.

Output
M = 96.17 g/mol
HOMO = -0.298 Ha
frontier orbital gap = 0.3393 Ha
net charge = 0
SMILES string = C/C=C1/C=CCC1.[H][H]
LUMO = 1.13 eV
calculated total energy = -7451.79942 eV

```
19
Properties=species:S:1:pos:R:3:forces:R:3:nbo_charge:R:1
C 2.5297 -0.4026 1.0034 0.1 0.1 0.0 -0.640
C 1.3858 -1.0084 0.2491 -0.1 0.0 0.0 -0.184
C -1.0149 -1.0864 -0.3753 -0.1 0.1 0.1 -0.215
C -2.0642 -0.3201 -0.0643 0.1 -0.1 0.0 -0.176
C -1.6352 1.0427 0.4344 -0.1 0.0 0.0 -0.436
C -0.1265 1.0714 0.1152 0.1 0.0 0.1 -0.438
C 0.2389 -0.3908 -0.0438 0.1 -0.1 0.1 -0.025
H 2.7892 -1.0671 1.8362 0.1 0.1 -0.1 0.216
H 3.4362 -0.2625 0.4051 -0.1 0.0 0.0 0.215
H 2.2478 0.5647 1.4296 0.1 -0.1 -0.1 0.208
H 1.4532 -2.0758 0.0356 0.0 0.1 0.1 0.194
H -1.0466 -2.1199 -0.7086 0.0 0.2 0.1 0.218
H -1.1200 0.2013 -2.6712 0.1 0.0 -0.1 0.003
H -3.1016 -0.6380 -0.0927 0.1 0.1 -0.1 0.210
H -2.1855 1.8628 -0.0398 0.1 -0.1 0.1 0.212
H -1.8061 1.1265 1.5166 0.0 0.0 -0.1 0.210
H 0.4713 1.6049 0.8591 -0.1 -0.1 -0.1 0.215
H 0.0346 1.5774 -0.8469 0.0 -0.1 0.2 0.222
H -0.4861 0.3200 -3.0418 0.0 0.0 -0.1 -0.008
```
Forces are in eV/Å.



(3)
A cluster of 2 separate species, C21H24O3P in total, computed with ωB97M-V/def2-TZVPD.

Output
M = 355.39 g/mol
HOMO = -0.115 Ha
frontier orbital gap = 0.1599 Ha
net charge = -1
LUMO = 1.23 eV
calculated total energy = -37575.17075 eV

```
49
Properties=species:S:1:pos:R:3:forces:R:3:nbo_charge:R:1
C -1.4718 2.5777 3.7766 -0.3 -0.9 0.7 -0.637
C -0.6972 1.1398 3.9240 0.8 0.2 0.7 -0.408
C 0.4967 0.9086 2.7768 0.0 -1.3 1.0 -0.409
C -0.1176 0.0446 1.5220 -1.2 0.6 -0.4 -0.300
C -0.4355 -1.5505 1.9136 0.2 0.4 -0.5 -0.673
C 0.7089 0.2052 0.1059 1.7 0.4 -3.0 0.112
C 2.3679 -0.0031 0.0422 -2.7 1.3 -3.5 -0.355
P 3.4757 -0.4220 1.5371 1.1 -0.4 -1.6 0.714
C 2.8797 -1.9342 2.5274 -0.6 -1.2 0.4 -0.948
C 3.8839 1.0884 2.6247 0.6 0.9 1.1 -0.940
C 3.1752 0.1586 -1.4147 -3.6 0.3 -0.4 -0.171
C 2.4027 0.4722 -2.8358 -2.5 -0.2 3.9 -0.221
C 0.7733 0.6415 -2.7663 1.4 -0.4 1.9 -0.072
C -0.0812 0.5396 -1.3305 2.9 -0.4 -0.4 -0.117
C -1.6959 0.7840 -1.4733 -2.9 1.9 1.6 0.533
O -2.4686 1.5486 -0.7022 4.7 -4.5 -4.0 -0.561
C -2.4226 0.0345 -2.7808 -0.4 -1.1 -2.6 -0.046
C -3.8880 -0.7127 -2.6711 2.9 0.5 -4.0 -0.182
C -4.4766 -1.4233 -4.0379 3.3 1.9 0.5 -0.226
C -3.6340 -1.3632 -5.4678 1.7 1.7 2.7 -0.242
C -2.1664 -0.5729 -5.6036 -2.3 -0.2 4.1 -0.195
C -1.5635 0.1336 -4.2130 -2.6 -1.6 0.0 -0.104
C -0.0857 0.9178 -4.1756 0.8 2.3 -2.4 0.530
O 0.3418 1.7190 -5.1625 -2.4 -5.1 5.8 -0.559
H -0.7771 3.3351 3.2102 -1.6 -1.4 1.1 0.217
H -2.4987 2.3678 3.2527 2.1 0.9 0.7 0.221
H -1.7193 2.9759 4.8721 0.6 -0.7 -2.4 0.201
H -1.4447 0.2097 3.9687 1.6 2.1 -0.4 0.218
H -0.1706 1.1541 4.9919 -1.0 -0.1 -2.3 0.190
H 1.3186 0.2508 3.3394 -1.7 1.4 -1.4 0.200
H 1.0331 1.9023 2.4678 -1.3 -1.8 0.5 0.216
H -1.1990 0.5072 1.3163 2.5 -0.8 0.2 0.247
H -1.5881 -1.6826 2.0751 2.2 0.3 -0.4 0.212
H -0.0983 -2.1697 0.9591 -0.9 0.7 1.8 0.322
H 0.0928 -1.8834 2.9035 -0.8 0.7 -1.9 0.188
H 3.8063 -2.6439 2.7593 -1.8 1.8 -0.5 0.238
H 2.1745 -2.5702 1.8070 1.4 1.5 1.6 0.292
H 2.3472 -1.6926 3.5471 0.8 -0.5 -2.0 0.217
H 3.5018 0.9281 3.7313 0.6 0.6 -2.2 0.225
H 5.0731 1.1691 2.6799 -2.6 -0.3 -0.2 0.234
H 3.5219 2.1160 2.1821 0.4 -2.2 0.9 0.250
H 4.3446 0.0165 -1.4610 -2.7 0.2 0.3 0.235
H 2.9683 0.5552 -3.8805 -1.4 -0.2 2.7 0.252
H -4.4044 -0.7105 -1.6200 1.0 -0.1 -2.4 0.255
H -5.5207 -1.9866 -3.9151 2.6 1.3 -0.6 0.233
H -4.0527 -1.9017 -6.4474 0.9 1.3 2.6 0.228
H -1.5666 -0.5505 -6.6354 -1.5 0.0 2.7 0.249
O -0.3487 -2.7635 -1.1611 -0.4 -0.9 0.3 -1.246
H -0.0944 -1.8646 -1.0583 0.4 1.1 -0.1 0.381
```
Forces are in eV/Å.



(4)
A cluster of 2 separate species, C6H12N in total, computed with ωB97M-V/def2-TZVPD.

Output
M = 98.17 g/mol
HOMO (spin up / spin down) = -0.494 / -0.493 Ha
frontier orbital gap (spin up / spin down) = 0.2440 / 0.2438 Ha
net charge = +1
LUMO (spin up / spin down) = -6.79 / -6.79 eV
calculated total energy = -7894.75838 eV

```
19
Properties=species:S:1:pos:R:3:forces:R:3:nbo_charge:R:1
C 2.1551 -0.1246 2.1232 0.7 -0.3 0.1 -0.508
C 1.0487 0.4743 2.1082 -0.3 -0.3 -1.3 0.324
C 0.7992 0.9200 -1.5270 0.3 0.1 -0.5 -0.243
C -0.5128 1.4987 -1.1321 -0.3 0.5 -0.3 -0.243
C -1.8159 -1.2074 0.2140 0.2 0.0 -0.2 -0.610
C -0.6684 -1.0059 -0.7641 -0.5 -0.5 -0.3 -0.225
N -0.0429 0.2697 -0.5701 1.0 0.0 2.3 -0.362
H 2.8182 -0.1153 2.9934 -0.3 0.2 0.3 0.339
H 2.5901 -0.7045 1.3145 -0.2 0.0 -0.4 0.333
H 0.1422 1.0083 2.2388 -0.4 0.3 0.1 0.268
H 0.9121 0.4693 -2.5057 -0.2 -0.1 0.0 0.221
H 1.7040 1.3675 -1.1388 0.0 0.0 0.0 0.210
H -0.5276 2.3563 -0.4735 0.0 0.0 0.0 0.213
H -1.3412 1.4586 -1.8287 0.0 -0.1 -0.1 0.222
H -1.4483 -1.2144 1.2378 0.0 0.0 0.1 0.198
H -2.5571 -0.4184 0.1117 -0.1 0.1 0.0 0.218
H -2.2993 -2.1595 0.0164 -0.1 -0.1 0.0 0.240
H -1.0486 -1.0923 -1.7925 0.1 0.0 0.0 0.201
H 0.0925 -1.7804 -0.6254 -0.1 0.1 -0.1 0.205
```
Forces are in eV/Å.



(5)
A cluster of 2 separate species, C3H11O in total, computed with ωB97M-V/def2-TZVPD.

Output
M = 63.12 g/mol
HOMO = -0.589 Ha
frontier orbital gap = 0.4121 Ha
net charge = +1
LUMO = -4.81 eV
calculated total energy = -5328.25557 eV

```
15
Properties=species:S:1:pos:R:3:forces:R:3:nbo_charge:R:1
O 1.5766 -1.4761 -0.4928 0.0 -0.5 0.1 -0.787
H 1.7459 -2.3075 -0.0029 -0.1 0.0 -0.1 0.573
H 2.3556 -0.8916 -0.4320 -0.1 0.3 0.0 0.577
H 0.7082 -1.0606 -0.2060 0.3 0.2 0.0 0.594
C -0.3236 0.9848 -1.0739 0.1 0.6 -0.2 -0.631
C -0.3549 0.9891 0.4603 -0.2 -0.7 -0.2 -0.433
C -0.9387 -0.3034 1.0589 -0.6 -0.1 -0.9 -0.620
H -0.0146 0.0583 -1.5680 -0.1 -0.1 0.0 0.168
H -1.2933 1.2577 -1.4897 -0.1 -0.3 0.1 0.246
H 0.3405 1.7700 -1.4326 0.2 0.0 0.0 0.235
H 0.6478 1.1832 0.8514 -0.2 0.3 0.2 0.195
H -1.0445 1.7801 0.7325 0.3 0.3 0.3 0.249
H -0.2425 -1.1554 1.1320 0.0 0.0 0.2 0.141
H -1.7710 -0.6423 0.4264 0.2 0.0 0.0 0.231
H -1.3914 -0.1862 2.0364 0.4 0.1 0.3 0.263
```
Forces are in eV/Å.



(6)
A structure of composition C2H6N2O, computed with ωB97M-V/def2-TZVPD.

Output
M = 74.08 g/mol
HOMO = -0.346 Ha
frontier orbital gap = 0.3795 Ha
net charge = 0
LUMO = 0.90 eV
calculated total energy = -7193.72607 eV

```
11
Properties=species:S:1:pos:R:3:forces:R:3:nbo_charge:R:1
C 1.4601 0.5317 0.0785 1.1 0.9 1.3 -0.306
C -1.3147 -0.4258 -0.1109 -3.6 1.9 2.4 0.263
H 1.2599 0.2351 1.4275 0.9 0.9 -4.4 0.186
H 0.9892 1.6831 -0.1174 1.5 -3.5 0.5 0.229
H 2.5931 0.3330 -0.3335 -2.5 1.3 1.7 0.202
H -0.0653 -2.0140 -0.2346 -0.8 -1.0 0.2 0.378
H -2.0442 -1.2138 0.3582 -0.1 2.0 -1.0 0.146
H -2.1961 1.5429 -0.0392 2.4 -3.3 -1.4 0.378
N -0.1573 -1.0627 0.0494 1.4 -0.8 -1.5 -0.317
N -1.3224 0.8615 -0.3604 -2.5 -0.1 1.4 -0.746
O 0.7977 -0.4710 -0.7176 2.2 1.7 0.7 -0.414
```
Forces are in eV/Å.



Asked for energy above the lowest of the compared OMol25 structures with the same formula, charge and spin across the records above, the calculation gives 0.00; 157.46; 2136.18; 511.68; 17.19; 584.84 kJ/mol in order.